# C4H12N2

2 unconnected molecules or ions with the total composition C4H12N2 (ωB97M-V with the def2-TZVPD basis set, the Open Molecules 2025 dataset).

The geometry in ORCA input format:
```
! RIJCOSX wB97M-V def2-TZVPD def2/J DEFGRID3
* xyz 0 1
C 1.5847 -1.4544 -0.6404
C 0.2381 -2.0544 -1.2121
C -0.6305 -1.3815 -2.0375
H 1.6299 -1.5990 0.4851
H 1.6175 -0.3611 -0.7629
H 2.4414 -1.9691 -1.0309
H 0.1310 -3.1287 -1.1076
H -1.5716 -1.8639 -2.3179
H -0.4609 -0.2816 -2.3233
N -0.5195 1.7096 -0.0790
C -0.4873 0.9792 1.2079
N -0.5222 1.6724 2.4344
H 0.1078 2.4802 -0.0703
H -1.4821 2.0601 -0.1190
H 0.4275 0.3231 1.2462
H -1.3553 0.2956 1.1219
H -1.3853 2.2339 2.5956
H 0.2367 2.3395 2.6099
*
```

Properties
Frontier orbital gap: 10.095 eV
HOMO level: -0.332 Eh
F_max: 0.054 hartree/bohr
SMILES string: C=CC.NCN
E_tot: -269.057924 Eh

# C4H12N2

2 unconnected molecules or ions with the total composition C4H12N2 (ωB97M-V with the def2-TZVPD basis set, the Open Molecules 2025 dataset).

The geometry in ORCA input format:
```
! RIJCOSX wB97M-V def2-TZVPD def2/J DEFGRID3
* xyz 0 1
C 0.0830 0.1043 2.2139
N -0.8108 0.6545 1.2614
C -1.6394 1.7369 1.6830
H 0.5865 -0.6974 1.5206
H -0.3925 -0.4601 3.1112
H 0.6430 1.0243 2.7203
H -0.2989 0.9243 0.4650
H -1.0736 2.7254 1.7339
H -2.2791 1.8759 0.8537
H -2.0598 1.5902 2.6469
C 2.0050 -1.0302 -1.8071
C -0.3613 -1.1426 -2.1197
N 0.6035 -0.4800 -1.6200
H 2.5250 -0.6269 -2.7321
H 2.5803 -0.7822 -0.8369
H 1.9669 -2.1294 -1.8844
H -1.3389 -0.7110 -2.1677
H 0.0689 -1.9651 -2.7408
*
```

Properties
Frontier orbital gap: 9.249 eV
HOMO level: -0.300 Eh
F_max: 0.070 hartree/bohr
SMILES string: C=NC.CNC
E_tot: -269.007541 Eh

# C4H12N2

C4H12N2 in the gas phase (ωB97M-V with the def2-TZVPD basis set, the Open Molecules 2025 dataset).

The geometry in ORCA input format:
```
! RIJCOSX wB97M-V def2-TZVPD def2/J DEFGRID3
* xyz 0 1
C 0.0161 -1.4106 -0.9611
N 0.1737 -2.1621 0.3925
C -0.9097 -0.1990 -1.0494
C -0.1786 1.1703 -0.4578
C 0.8255 0.9436 0.5865
N 0.3857 1.5423 1.9280
H -0.5160 -2.2641 -1.4370
H 0.9170 -1.2240 -1.5269
H -0.6972 -2.3125 0.8580
H 1.0625 -2.2223 0.9205
H -2.0491 -0.4267 -0.6392
H -1.0407 0.0131 -2.0311
H -1.0534 1.8538 -0.2245
H 0.3300 1.4489 -1.4416
H 1.0718 -0.1319 0.8964
H 1.8494 1.2978 0.3093
H 0.4757 2.4867 1.8252
H -0.6628 1.5965 2.0522
*
```

Properties
Frontier orbital gap: 9.533 eV
HOMO level: -0.309 Eh
F_max: 0.097 hartree/bohr
SMILES string: NCCCCN
E_tot: -269.016055 Eh

# C4H12N2

C4H12N2 in the gas phase (ωB97M-V with the def2-TZVPD basis set, the Open Molecules 2025 dataset).

The geometry in ORCA input format:
```
! RIJCOSX wB97M-V def2-TZVPD def2/J DEFGRID3
* xyz 0 1
C 0.1039 -1.7455 -0.0410
C 0.8461 -0.4225 0.1731
C 1.5235 -0.3322 1.5614
N 0.1455 0.8289 -0.0237
C -0.8132 0.9218 -1.1402
N -1.8036 1.9014 -0.8610
H -0.7685 -1.9439 0.5760
H -0.1699 -1.8327 -1.0893
H 0.7755 -2.5825 0.1633
H 1.6788 -0.4800 -0.5432
H 1.9758 -1.2386 1.9316
H 2.2342 0.4586 1.5134
H 0.7546 0.0446 2.2445
H -0.3798 1.0597 0.8141
H -0.2443 1.2025 -2.0246
H -1.2290 -0.0634 -1.3491
H -2.6143 1.6659 -0.3165
H -2.0154 2.5577 -1.5889
*
```

Properties
Frontier orbital gap: 9.621 eV
HOMO level: -0.312 Eh
F_max: 0.031 hartree/bohr
SMILES string: CC(C)NCN
E_tot: -269.090650 Eh

# C4H12N2O

2 unconnected molecules or ions with the total composition C4H12N2O (ωB97M-V with the def2-TZVPD basis set, the Open Molecules 2025 dataset).

The geometry in ORCA input format:
```
! RIJCOSX wB97M-V def2-TZVPD def2/J DEFGRID3
* xyz 0 1
C -0.8697 0.5406 -2.1527
C -0.4443 -0.5923 -1.1853
C -0.0125 -0.1126 0.2078
C -1.0039 0.9958 2.0385
N -1.2045 0.3173 0.9874
N -1.4727 1.6916 -1.5673
H -1.5349 -0.0099 -2.8406
H 0.0444 0.7518 -2.7171
H -1.3389 -1.1752 -0.9511
H 0.3261 -1.1593 -1.7003
H 0.5825 0.7826 0.0372
H 0.5843 -0.8842 0.7097
H -1.3983 2.0159 2.1468
H -0.5639 0.5352 2.9422
H -2.1133 1.5500 -0.8033
H -1.8576 2.3821 -2.1905
H 4.0388 -2.0618 2.9292
H 4.2840 -3.2356 2.1047
O 3.9545 -2.3319 2.0047
*
```

Properties
Frontier orbital gap: 8.592 eV
HOMO level: -0.298 Eh
F_max: 0.063 hartree/bohr
SMILES string: C=NCCCN.O
E_tot: -344.245031 Eh

# C4H12N2O

C4H12N2O in the gas phase (ωB97M-V with the def2-TZVPD basis set, the Open Molecules 2025 dataset).

The geometry in ORCA input format:
```
! RIJCOSX wB97M-V def2-TZVPD def2/J DEFGRID3
* xyz 0 1
C -0.0438 0.0265 -1.4028
N -1.3160 -0.6363 -0.9702
C -1.7759 -0.6422 0.4085
O -0.8468 -1.3959 1.2198
C 1.3023 -0.1091 -0.6253
N 1.1758 0.5747 0.6715
C 1.3041 2.0263 0.6079
H 0.1717 -0.5041 -2.3289
H -0.3148 1.0721 -1.6633
H -1.2997 -1.5965 -1.3015
H -2.6875 -1.2080 0.5065
H -1.8580 0.3835 0.7854
H -0.0835 -0.7907 1.2496
H 2.1942 0.3098 -1.1648
H 1.3740 -1.1793 -0.4225
H 1.8397 0.2537 1.3673
H 0.9329 2.5161 1.5105
H 2.3153 2.4746 0.5211
H 0.7634 2.4917 -0.2107
*
```

Properties
Frontier orbital gap: 9.674 eV
HOMO level: -0.320 Eh
F_max: 0.040 hartree/bohr
SMILES string: CNCCNCO
E_tot: -344.315110 Eh

# C4H12N2O

2 unconnected molecules or ions with the total composition C4H12N2O (ωB97M-V with the def2-TZVPD basis set, the Open Molecules 2025 dataset).

The geometry in ORCA input format:
```
! RIJCOSX wB97M-V def2-TZVPD def2/J DEFGRID3
* xyz 0 1
C -0.7838 0.6803 -1.8498
C 1.2992 1.6876 -1.2251
N 0.4551 0.7631 -1.0404
H -1.5982 0.6627 -1.0836
H -0.8272 -0.2569 -2.4520
H -0.9429 1.5496 -2.5285
H 1.0521 2.4272 -2.0204
H 2.1138 1.8060 -0.5245
H 0.4196 0.2246 0.0538
C 0.0536 -1.9356 0.5251
N 0.4919 -0.6744 1.1743
C -0.5601 0.0191 1.9815
O -1.3341 0.7267 1.1428
H -0.9291 -1.8289 0.0478
H 0.0154 -2.7738 1.2367
H 0.7296 -2.2548 -0.2790
H 1.4213 -0.6914 1.6054
H 0.0014 0.6580 2.7064
H -1.0776 -0.7891 2.5298
*
```

Properties
Frontier orbital gap: 6.976 eV
HOMO level: -0.250 Eh
F_max: 0.031 hartree/bohr
E_tot: -344.232498 Eh

# C4H12N2O

2 unconnected molecules or ions with the total composition C4H12N2O (ωB97M-V with the def2-TZVPD basis set, the Open Molecules 2025 dataset).

The geometry in ORCA input format:
```
! RIJCOSX wB97M-V def2-TZVPD def2/J DEFGRID3
* xyz 0 1
C -1.1325 1.6211 1.2658
C -1.8655 0.2959 1.0687
C -1.7443 -0.2275 -0.3803
N -0.3572 -0.7591 -0.6120
C 0.5322 -1.2758 0.2246
N 1.7881 -1.5598 -0.0585
H -1.6469 2.2484 2.0302
H -0.1053 1.6222 1.6992
H -1.1720 2.1788 0.2432
H -2.9151 0.5822 1.2227
H -1.5600 -0.4291 1.7488
H -2.4846 -1.0355 -0.6277
H -2.0223 0.5320 -1.1647
H 0.0926 -0.6948 -1.5097
H 0.1287 -1.4784 1.2164
H 2.1727 -2.2990 0.5043
H 2.2670 0.4102 -1.0077
H 3.3142 1.7215 -1.2726
O 2.3969 1.2989 -1.4328
*
```

Properties
Frontier orbital gap: 9.731 eV
HOMO level: -0.322 Eh
F_max: 0.058 hartree/bohr
SMILES string: [H]/N=C/NCCC.O
E_tot: -344.314671 Eh